# 1
{
  "formula": "C24H24N",
  "method": "the ωB97M-V functional and the def2-TZVPD basis",
  "elements": ["N", "C", "C", "C", "H", "C", "C", "H", "C", "C", "H", "H", "C", "H", "C", "C", "C", "C", "H", "C", "C", "H", "H", "C", "H", "H", "H", "H", "H", "H", "C", "C", "H", "C", "H", "C", "H", "H", "C", "H", "C", "C", "C", "H", "C", "H", "H", "H", "H"],
  "coordinates": [[-1.743, 0.029, 1.683], [3.534, 2.995, 0.422], [1.541, 1.173, -0.298], [1.427, -2.501, -0.749], [-2.559, -2.058, -3.194], [3.836, -1.606, 0.502], [1.578, -1.164, -0.388], [4.691, 1.253, 1.089], [0.785, 0.008, -0.737], [-1.041, 0.929, -3.869], [0.118, -0.828, 1.616], [-2.228, -1.564, 3.019], [2.474, -3.385, -0.488], [-1.011, 1.715, -4.620], [2.804, -0.721, 0.235], [-0.257, 1.047, -2.722], [-1.152, -1.068, -1.902], [-2.493, 1.228, 1.993], [4.320, 3.717, 0.649], [-3.976, 0.814, 1.988], [-3.981, -0.737, 2.000], [-4.464, 1.207, 2.885], [-1.254, -1.802, -1.100], [-0.382, 0.036, 2.060], [2.128, 4.512, -0.219], [-4.495, -1.141, 1.124], [-0.211, 0.009, 3.155], [0.089, 0.941, 1.660], [0.288, 2.874, -0.728], [-4.474, -1.113, 2.902], [3.668, -2.948, 0.121], [-2.499, -1.161, 2.016], [-2.216, 1.643, 2.989], [-1.847, -0.202, -4.054], [-2.282, -1.954, 1.286], [2.782, 0.729, 0.284], [-4.486, 1.210, 1.105], [4.475, -3.658, 0.298], [3.771, 1.631, 0.644], [0.404, 1.902, -2.603], [1.272, 2.539, -0.394], [2.291, 3.441, -0.071], [-1.915, -1.191, -3.061], [-2.269, 2.006, 1.251], [-0.247, 0.013, -1.750], [4.736, -1.243, 0.995], [2.374, -4.431, -0.784], [0.528, -2.820, -1.272], [-2.433, -0.306, -4.970]],
  "mulliken_charge": [0.441, -0.614, -0.545, -0.199, 0.420, -0.535, 1.073, 0.448, 0.418, -0.900, 0.316, 0.332, -0.996, 0.432, 0.092, -0.572, 0.064, -0.608, 0.426, -0.566, -0.547, 0.286, 0.379, -1.245, 0.423, 0.244, 0.468, 0.361, 0.661, 0.302, -0.617, -0.595, 0.334, -0.354, 0.187, 0.262, 0.264, 0.426, -0.411, 0.552, 0.228, -1.077, -1.074, 0.185, 0.707, 0.448, 0.427, 0.440, 0.410],
  "fmax_ha_per_bohr": 0.03278,
  "relative_energy_kcal_mol": 18.05,
  "lumo_energy_ev": -5.95,
  "energy_ev": -26760.1984,
  "charge": 1,
  "gap_ev": 4.67
}

---

# 2
{
  "formula": "C24H24N2O5",
  "method": "the ωB97M-V functional and the def2-TZVPD basis",
  "elements": ["O", "C", "C", "C", "H", "C", "C", "C", "H", "H", "H", "H", "C", "O", "C", "C", "H", "C", "C", "C", "C", "H", "C", "C", "H", "C", "H", "O", "C", "C", "H", "H", "C", "H", "C", "H", "H", "H", "H", "H", "N", "N", "C", "C", "C", "H", "O", "H", "O", "H", "H", "C", "H", "H", "H"],
  "coordinates": [[-6.644, -1.053, -0.148], [2.931, 3.264, 0.585], [4.525, 0.765, -0.194], [0.225, 2.822, 0.074], [0.780, 0.741, -0.064], [-5.316, 0.963, -0.527], [1.414, -2.675, -1.071], [-2.116, -2.351, 1.510], [4.220, -3.368, 0.399], [-8.059, 0.463, -0.066], [3.979, 3.424, 0.784], [2.424, 5.337, 0.623], [5.053, -0.646, -0.010], [-2.017, -1.043, 1.002], [5.023, -1.344, -1.389], [2.998, -0.278, 1.200], [1.081, -2.398, -2.068], [2.054, 4.332, 0.492], [2.845, -2.305, -0.862], [-5.477, -0.347, -0.104], [-4.384, -1.046, 0.418], [-1.075, 0.824, 0.719], [-7.789, -0.416, -0.660], [-3.149, -0.441, 0.517], [3.253, -1.424, -2.735], [1.108, 1.751, 0.126], [-1.124, -2.590, 1.891], [-1.903, 3.499, -0.740], [2.449, 1.976, 0.397], [4.108, -1.295, 0.999], [2.702, -2.918, 1.197], [-4.549, -2.064, 0.730], [3.613, -1.692, -1.755], [0.788, -2.170, -0.335], [3.457, -2.590, 0.483], [-3.945, 2.592, -0.755], [-8.588, -1.153, -0.598], [-7.650, -0.119, -1.705], [-2.390, -3.064, 0.726], [5.627, -2.254, -1.328], [3.316, 0.856, 0.477], [-1.710, 1.441, 0.230], [-1.236, 2.639, -0.199], [0.711, 4.116, 0.243], [-2.989, 0.895, 0.093], [6.086, -0.598, 0.342], [2.004, -0.419, 1.861], [0.017, 4.939, 0.173], [5.027, 1.648, -0.834], [4.593, -1.484, 1.960], [-6.139, 1.525, -0.936], [-4.075, 1.575, -0.426], [5.474, -0.684, -2.129], [-2.841, -2.409, 2.326], [1.278, -3.748, -0.939]],
  "mulliken_charge": [-0.451, -0.460, 0.063, 0.222, 0.816, -0.667, -1.473, -1.065, 0.479, 0.341, 0.439, 0.392, 0.141, -0.327, -0.972, -0.061, 0.365, -0.816, 1.014, 0.485, -0.397, 0.200, -0.858, 1.021, 0.381, -0.303, 0.228, -0.689, -0.159, 0.192, 0.448, 0.465, -0.751, 0.198, -1.279, 0.540, 0.251, 0.344, 0.386, 0.367, 0.543, -0.022, 0.519, -0.621, -0.314, 0.319, -0.637, 0.484, -0.615, 0.422, 0.390, -0.907, 0.520, 0.487, 0.383],
  "fmax_ha_per_bohr": 0.01145,
  "relative_energy_kcal_mol": 7.22,
  "lumo_energy_ev": 0.61,
  "energy_ev": -38496.3880,
  "gap_ev": 8.34,
  "smiles": "COc1ccc(NC(=O)c2cccc(N3C(=O)[C@H]4CC(C)=CC[C@H]4C3=O)c2)c(OC)c1"
}

---

# 3
{
  "formula": "C24H24N2O5",
  "method": "the ωB97M-V functional and the def2-TZVPD basis",
  "elements": ["C", "H", "C", "H", "H", "O", "C", "C", "H", "H", "C", "H", "C", "C", "C", "C", "H", "C", "H", "O", "H", "C", "H", "N", "H", "C", "H", "H", "H", "C", "O", "H", "H", "H", "C", "C", "H", "C", "C", "C", "H", "H", "H", "H", "C", "C", "C", "O", "C", "C", "N", "C", "O", "H", "H"],
  "coordinates": [[-3.295, 3.031, 0.380], [-0.680, -0.391, -0.157], [4.132, -1.410, -0.662], [-3.936, -2.953, 0.844], [6.640, 2.955, -0.533], [2.260, 1.244, 0.947], [5.388, -0.851, -0.781], [-1.038, -1.386, 0.059], [6.196, -1.398, -1.236], [-3.324, 1.793, -2.818], [5.636, 0.436, -0.311], [-0.050, -4.608, 0.122], [-2.833, 0.729, 1.138], [3.344, 0.607, 0.396], [-1.360, 3.049, -1.308], [-4.449, -0.318, -0.146], [1.459, 2.791, 1.917], [1.263, -2.358, -0.329], [-2.489, 3.361, 1.035], [1.876, -3.241, -0.898], [-1.095, 2.735, -2.314], [3.098, -0.696, -0.073], [-4.049, 3.821, 0.328], [1.799, -1.183, 0.090], [-5.510, 1.100, -2.049], [-3.934, 1.762, 0.970], [-0.694, 2.560, -0.596], [3.937, -2.405, -1.024], [2.718, 3.258, 0.743], [-2.891, -2.831, 0.606], [-1.803, 0.870, 1.743], [8.282, 2.330, -0.247], [3.175, 2.518, 2.306], [-4.358, 1.987, 1.952], [-2.376, -1.562, 0.377], [4.606, 1.165, 0.278], [-5.587, 2.690, -1.276], [-3.614, 2.088, -1.822], [-4.948, 1.103, 0.038], [2.431, 2.524, 1.503], [4.785, 2.164, 0.641], [1.206, -0.548, 0.607], [7.080, 2.283, 1.065], [-5.957, 1.074, 0.456], [-0.715, -3.761, 0.203], [7.227, 2.188, -0.017], [-2.779, 2.706, -0.995], [-4.997, -1.205, -0.741], [-0.193, -2.487, -0.004], [-5.001, 1.769, -1.355], [-3.209, -0.417, 0.464], [-2.054, -3.928, 0.503], [6.910, 0.897, -0.472], [-2.451, -4.918, 0.665], [-1.204, 4.124, -1.221]],
  "mulliken_charge": [-1.265, 0.833, -0.482, 0.438, 0.318, -0.359, -0.820, -0.318, 0.433, 0.383, 0.432, 0.483, -0.055, 0.451, -1.482, 0.039, 0.229, 0.492, 0.450, -0.690, 0.367, -0.290, 0.483, -0.027, 0.514, 0.191, 0.221, 0.557, 0.378, -0.430, -0.641, 0.238, 0.453, 0.413, -0.121, -0.118, 0.368, -0.745, 0.158, -1.047, 0.538, 0.230, 0.318, 0.314, -0.628, -0.810, 0.995, -0.613, 0.199, -0.976, 0.540, -0.832, -0.470, 0.390, 0.372],
  "fmax_ha_per_bohr": 0.01132,
  "relative_energy_kcal_mol": 8.29,
  "lumo_energy_ev": 0.55,
  "energy_ev": -38496.3416,
  "gap_ev": 8.20,
  "smiles": "COc1ccc(NC(=O)c2cccc(N3C(=O)[C@H]4CC(C)=CC[C@H]4C3=O)c2)c(OC)c1"
}

---

Number 2 is which compound?
C24H24N2O5